[1]
Formula: C41H54AsBr3N5O8PSTi
Source: OMol25
Level of theory: ωB97M-V with the def2-TZVPD basis set

**Total charge**: -2
**Spin multiplicity**: 3
**E_LUMO (alpha / beta)**: 0.1312 / 0.1308 Eh
**Total energy**: -14017.5703 hartree
**Max |F|**: 0.7 eV/A
**⟨S²⟩**: 2.0456
**Energy above the lowest of the compared OMol25 structures with the same formula, charge and spin**: 0.0 kJ/mol

Element x y z (Å)
Ti 0.8271 0.6618 0.6513
Br -3.9762 -0.6221 -0.0980
C -3.2261 1.1104 -0.1018
C -4.0549 2.2150 -0.2642
C -3.5077 3.4829 -0.2965
Br -4.6906 4.9641 -0.5435
C -2.1267 3.7216 -0.1706
C -1.4632 4.9786 -0.2192
C -0.0646 4.9860 -0.0759
C 0.6502 3.8221 0.0762
N 0.0508 2.5965 0.0906
C -1.3214 2.5717 -0.0080
C -1.8544 1.2728 0.0403
O -0.9729 0.2989 0.1735
H -5.1214 2.0736 -0.3661
H -2.0281 5.8936 -0.3221
H 0.4782 5.9233 -0.0816
H 1.7256 3.8191 0.1833
C -4.2540 5.4719 4.9292
C -3.3350 4.3152 4.6377
C -3.2963 3.1994 5.4690
C -2.4678 2.1234 5.1852
C -1.6657 2.1523 4.0537
C -1.6714 3.2700 3.2326
C -2.5059 4.3388 3.5219
S -0.7105 0.6983 3.6247
O -1.6159 -0.1681 2.9178
O -0.1676 0.2216 4.8800
N 0.4173 1.2204 2.6437
C 1.5445 1.8729 3.3035
C 2.6249 2.2207 2.2927
O 3.6028 2.8645 2.6300
O 2.4220 1.7627 1.0907
H -4.7885 5.3239 5.8685
H -4.9938 5.5918 4.1346
H -3.6992 6.4100 4.9996
H -3.9289 3.1708 6.3504
H -2.4395 1.2558 5.8318
H -1.0145 3.2998 2.3739
H -2.5118 5.1967 2.8571
H 1.9887 1.2273 4.0646
H 1.2464 2.8021 3.8038
C -3.3259 3.1017 -4.0141
N -2.6246 1.9297 -3.5582
C -2.8558 0.6155 -4.1223
C -1.5364 -0.1141 -3.7939
O -1.3328 -1.2829 -4.0509
N -0.7044 0.7765 -3.1527
C -1.3198 1.9408 -3.1617
N -0.6916 3.0885 -2.8489
H -4.3837 2.8608 -4.1144
H -2.9514 3.4675 -4.9792
H -3.2506 3.9025 -3.2785
H -3.0076 0.6576 -5.2060
H -3.6970 0.0996 -3.6564
H -1.2276 3.8364 -2.4332
H 0.2123 2.9379 -2.4071
Br 6.9991 -5.1354 0.0125
C 5.5786 -3.8679 0.1493
C 5.2160 -3.1140 -0.9717
C 4.1942 -2.2025 -0.8800
C 3.4800 -2.0194 0.3436
C 3.9027 -2.7820 1.4763
C 4.9271 -3.6899 1.3733
C 2.3976 -1.1352 0.4427
O 1.9653 -0.3726 -0.5602
O 1.7071 -0.9127 1.5332
H 5.7415 -3.2510 -1.9082
H 3.9137 -1.6180 -1.7451
H 3.3942 -2.6337 2.4204
H 5.2337 -4.2668 2.2369
C 4.4488 1.6815 -1.6288
As 2.7280 1.9608 -2.5103
C 3.3538 3.1107 -3.9906
C 2.6703 0.3359 -3.5959
H 5.2235 1.4465 -2.3615
H 4.3363 0.8611 -0.9217
H 4.7194 2.5716 -1.0614
H 4.1998 2.6542 -4.5095
H 3.6510 4.0904 -3.6133
H 2.5329 3.2490 -4.6957
H 3.6740 0.0719 -3.9395
H 2.0186 0.5148 -4.4502
H 2.2430 -0.4701 -3.0089
C 0.1665 -3.6785 2.8146
C 0.5822 -4.4560 1.5614
C 0.2761 -5.9454 1.7157
P -0.0053 -3.5772 0.0177
C -1.6911 -4.3020 -0.3044
C -2.2469 -3.6904 -1.5926
C -2.6293 -3.9683 0.8570
C 1.0658 -4.3706 -1.3038
C 1.2800 -3.3666 -2.4403
C 0.6513 -5.7226 -1.8847
H 0.7272 -4.0441 3.6814
H -0.8953 -3.7997 3.0376
H 0.3614 -2.6090 2.7051
H 1.6678 -4.3499 1.4734
H -0.7975 -6.1448 1.6928
H 0.6514 -6.3039 2.6801
H 0.7474 -6.5489 0.9400
H -1.6333 -5.3898 -0.4178
H -2.2875 -2.6003 -1.5132
H -3.2620 -4.0564 -1.7783
H -1.6418 -3.9203 -2.4672
H -2.4253 -4.5756 1.7387
H -3.6699 -4.1448 0.5634
H -2.5378 -2.9180 1.1476
H 2.0297 -4.4940 -0.7942
H 0.3732 -3.2156 -3.0299
H 2.0704 -3.7148 -3.1135
H 1.5631 -2.3909 -2.0501
H -0.2755 -5.6389 -2.4547
H 0.5050 -6.4931 -1.1289
H 1.4226 -6.0771 -2.5759

=====

[2]
Formula: C4H4ClF
Source: OMol25
Level of theory: ωB97M-V with the def2-TZVPD basis set

**Structure (SMILES)**: F/C=C/C=C\Cl
**Spin multiplicity**: 1
**E_LUMO**: 0.0145 Eh
**Total energy**: -714.7671 hartree
**Max |F|**: 4.5 eV/A
**Energy above the lowest of the compared OMol25 structures with the same formula, charge and spin**: 159.5 kJ/mol

Element x y z (Å)
F 2.8729 -0.9034 -0.2035
C 1.7645 -0.1341 -0.1960
C 0.5800 -0.7031 0.2970
C -0.4602 0.2948 0.1037
C -1.8141 0.5050 -0.0738
Cl -2.7933 -0.9457 -0.1746
H 2.0038 0.9566 -0.5363
H 0.3665 -1.8685 0.7173
H -0.1313 1.3287 -0.0198
H -2.3887 1.4698 0.0859

=====

[3]
Formula: C3H4O
Source: OMol25
Level of theory: ωB97M-V with the def2-TZVPD basis set

**Structure (SMILES)**: C=C1CO1
**Spin multiplicity**: 1
**E_LUMO**: 0.0401 Eh
**Total energy**: -191.8404 hartree
**Max |F|**: 3.9 eV/A
**Energy above the lowest of the compared OMol25 structures with the same formula, charge and spin**: 182.7 kJ/mol

Element x y z (Å)
C 0.4525 1.3906 -0.0908
C -0.0973 0.2091 0.0778
C -0.2326 -1.2110 -0.0067
O -1.3982 -0.4109 0.1512
H -0.1056 2.2144 0.0865
H 1.4612 1.4533 -0.1028
H -0.0811 -1.6179 -0.9245
H 0.0012 -2.0275 0.8094

=====

[4]
Formula: C32H49AlN5O7S2Si
Source: OMol25
Level of theory: ωB97M-V with the def2-TZVPD basis set

**Total charge**: +1
**Spin multiplicity**: 1
**E_LUMO**: -0.1123 Eh
**Total energy**: -3377.7278 hartree
**Max |F|**: 0.5 eV/A
**Energy above the lowest of the compared OMol25 structures with the same formula, charge and spin**: 51.6 kJ/mol

Element x y z (Å)
Al -0.8881 -0.5079 -0.2525
C 0.2296 -3.8444 0.7901
C 1.2868 -2.7643 0.7030
C 2.2097 -2.8788 1.9062
C 2.0443 -2.8019 -0.6077
O 0.6238 -1.3988 0.7338
Si 1.2924 -0.0394 1.5047
S 0.1938 1.3688 0.4162
O 2.8906 -0.0271 1.3051
C 3.9650 0.8405 0.8968
C 5.2216 0.2876 1.5516
C 3.7022 2.2691 1.3471
C 4.0681 0.7568 -0.6190
O 0.8226 -0.2203 3.0366
C 1.0322 0.4966 4.2718
C 0.6797 1.9621 4.0651
C 0.0891 -0.1488 5.2734
C 2.4801 0.3204 4.7018
H 0.7436 -4.8012 0.8778
H -0.4017 -3.9099 -0.0922
H -0.3849 -3.7224 1.6813
H 2.6565 -3.8721 1.8876
H 1.6476 -2.7810 2.8340
H 3.0148 -2.1477 1.8890
H 2.5463 -3.7641 -0.7086
H 2.7961 -2.0137 -0.6359
H 1.3676 -2.6817 -1.4543
H 5.1246 0.2977 2.6363
H 6.0875 0.8892 1.2777
H 5.3977 -0.7382 1.2294
H 3.6518 2.3324 2.4329
H 2.7722 2.6513 0.9255
H 4.5179 2.9125 1.0167
H 4.2273 -0.2753 -0.9289
H 4.9010 1.3594 -0.9812
H 3.1440 1.1168 -1.0677
H -0.3479 2.0637 3.7144
H 1.3386 2.4269 3.3304
H 0.7819 2.5091 5.0017
H -0.9430 -0.0553 4.9336
H 0.1779 0.3342 6.2452
H 0.3208 -1.2069 5.3887
H 3.1579 0.7592 3.9720
H 2.7192 -0.7382 4.8011
H 2.6512 0.8048 5.6625
O -5.6158 -5.4457 -0.7102
C -4.4054 -5.6247 -0.5724
O -3.6790 -6.6190 -0.5183
C -3.6030 -4.3456 -0.4072
C -3.5124 -3.6904 0.8209
C -2.7280 -2.5674 0.9446
N -2.0467 -2.0600 -0.0923
C -2.1552 -2.6696 -1.2974
C -2.9054 -3.7966 -1.4919
C -1.3784 -2.0002 -2.3950
O -1.4688 -2.3031 -3.5542
O -0.6798 -0.9485 -1.9769
H -4.0533 -4.0655 1.6786
H -2.6264 -2.0512 1.8914
H -2.9445 -4.2559 -2.4696
C -0.0156 4.1376 -4.2423
C -0.6516 3.1875 -3.1960
N -0.0989 1.8519 -3.3272
C -0.4037 1.2975 -4.6371
C 0.1787 2.1963 -5.7535
N 0.9242 3.3103 -5.0754
C 2.0191 2.7422 -4.2174
C 1.3416 1.8762 -3.1258
H 0.5780 4.9330 -3.7942
H -0.7420 4.5798 -4.9231
H -1.7313 3.1327 -3.3310
H -0.4555 3.5486 -2.1868
H -1.4836 1.2272 -4.7560
H 0.0010 0.2876 -4.6913
H -0.5866 2.6594 -6.3754
H 0.8894 1.6795 -6.3965
H 1.3426 3.9068 -5.7884
H 2.5809 3.5830 -3.8125
H 2.6685 2.1683 -4.8775
H 1.5425 2.2761 -2.1338
H 1.7195 0.8557 -3.1614
N -3.0311 0.6986 -2.6208
C -3.4197 0.8169 -1.3300
N -2.6398 0.5723 -0.3079
C -3.2969 0.8485 0.9018
C -2.7708 0.6847 2.1797
C -3.5826 0.9525 3.2679
C -4.8985 1.3836 3.1023
C -5.4295 1.5524 1.8367
C -4.6133 1.2802 0.7491
S -5.0097 1.3879 -0.9450
H -2.1058 0.3105 -2.7584
H -3.7342 0.4339 -3.2947
H -1.7455 0.3730 2.3415
H -3.1858 0.8265 4.2659
H -5.5113 1.5848 3.9693
H -6.4503 1.8802 1.7023

=====

Q: What is the max |F| in the second record?
A: 4.5 eV/A